(1)
Formula: C23H28N2O4
Source: the Open Molecules 2025 dataset
Level of theory: ωB97M-V/def2-TZVPD

```
57
Properties=species:S:1:pos:R:3
C -5.0707 2.6920 0.9915
C -4.6477 1.2775 0.6239
O -3.2643 1.2243 0.2692
C -2.3824 1.1360 1.2694
O -2.6946 1.0642 2.4296
C -0.9451 1.1971 0.7593
C -0.7008 2.7063 0.4805
C 0.6829 3.0033 -0.0211
C 1.7170 3.2895 0.8580
C 3.0027 3.5383 0.4077
C 3.2785 3.5080 -0.9544
O 4.4996 3.7313 -1.5126
C 5.5875 4.0049 -0.6634
C 2.2398 3.2397 -1.8473
C 0.9656 2.9936 -1.3842
C -0.7761 0.3632 -0.5151
C -0.9505 -1.1267 -0.2072
N 0.0065 -1.5370 0.7905
C 1.1162 -2.2831 0.5993
O 1.9210 -2.4825 1.4899
C 1.2990 -2.9182 -0.7782
C 0.2639 -3.9733 -1.0391
C -0.0343 -4.9313 -0.0743
C -0.9923 -5.8913 -0.3487
C -1.6214 -5.8601 -1.5849
N -1.3446 -4.9602 -2.5119
C -0.4286 -4.0475 -2.2439
C -0.1683 -0.8334 2.0456
C 0.0047 0.6714 1.8410
H -4.8534 3.3755 0.1740
H -6.1370 2.7115 1.1966
H -4.5356 3.0200 1.8793
H -5.1807 0.9222 -0.2604
H -4.8241 0.5995 1.4652
H -1.4351 3.0340 -0.2585
H -0.8781 3.2529 1.4097
H 1.5202 3.3283 1.9195
H 3.7755 3.7556 1.1279
H 5.7821 3.1733 0.0215
H 5.4269 4.9217 -0.0867
H 6.4464 4.1390 -1.3190
H 2.4609 3.2335 -2.9029
H 0.1735 2.8002 -2.0931
H -1.5053 0.6695 -1.2648
H 0.2278 0.5298 -0.9109
H -0.8483 -1.7178 -1.1145
H -1.9563 -1.3034 0.1940
H 2.2889 -3.3824 -0.7645
H 1.2901 -2.1583 -1.5615
H 0.4833 -4.9164 0.8741
H -1.2448 -6.6470 0.3789
H -2.3792 -6.5856 -1.8496
H -0.2346 -3.3386 -3.0410
H 0.5790 -1.2098 2.7455
H -1.1677 -1.0464 2.4370
H -0.1961 1.1808 2.7837
H 1.0336 0.8727 1.5396
```

The energy relative to the best compared isomer or geometry (same formula, charge and spin) is 160.6 kJ/mol. The HOMO energy is -8.505 eV. Its SMILES is CCOC(=O)C1(Cc2ccc(OC)cc2)CCN(C(=O)Cc2cccnc2)CC1. The calculation puts the HOMO-LUMO gap at 0.336 Ha. The value obtained for the electronic energy is -35476.6569 eV.


(2)
Formula: C30H51N3OSSi4Sn
Source: the Open Molecules 2025 dataset
Level of theory: ωB97M-V/def2-TZVPD

```
91
Properties=species:S:1:pos:R:3
Sn -0.6981 -0.7113 1.2667
C 1.0422 -3.7871 1.1600
Si 1.5872 -2.0367 1.6479
C 3.2639 -1.7194 0.8522
C 1.8820 -2.2791 3.5033
C 2.9445 -3.0708 3.9555
C 3.0938 -3.3782 5.3009
C 2.1691 -2.9002 6.2264
C 1.1114 -2.1084 5.7951
C 0.9576 -1.7800 4.4387
Si -0.3755 -0.5588 3.8879
C -1.8572 -0.6834 5.0389
C 0.4283 1.0818 4.3802
H 1.9294 -4.4263 1.0619
H 0.5008 -3.8068 0.2088
H 0.3966 -4.2153 1.9363
H 3.8529 -2.6457 0.8545
H 3.8264 -0.9486 1.3940
H 3.1388 -1.3969 -0.1866
H 3.6667 -3.4673 3.2437
H 3.9233 -3.9932 5.6302
H 2.2743 -3.1433 7.2780
H 0.3986 -1.7379 6.5290
H -1.5507 -0.5409 6.0824
H -2.3777 -1.6442 4.9586
H -2.5752 0.1083 4.7887
H 0.7903 0.9963 5.4115
H -0.2918 1.9032 4.3385
H 1.2842 1.3293 3.7381
C -4.0104 1.5023 -0.4826
Si -2.7957 1.9049 -1.8377
C -1.9090 3.4938 -1.3575
C -3.4819 2.1491 -3.5818
C -4.4422 2.9743 -4.1796
C -4.5818 2.9758 -5.5611
C -3.7791 2.1534 -6.3549
C -2.8381 1.3137 -5.7751
C -2.6827 1.3023 -4.3843
Si -1.6123 0.3703 -3.1372
C -2.1088 -1.4245 -3.0370
C 0.2211 0.5898 -3.3936
H -4.7304 2.3204 -0.3617
H -3.4698 1.3714 0.4615
H -4.5635 0.5817 -0.6918
H -2.5111 4.3631 -1.6430
H -0.9332 3.5805 -1.8498
H -1.7491 3.5172 -0.2741
H -5.0799 3.6147 -3.5759
H -5.3166 3.6195 -6.0300
H -3.8938 2.1746 -7.4328
H -2.2365 0.6676 -6.4089
H -1.6916 -1.9875 -3.8811
H -3.2002 -1.5137 -3.0568
H -1.7319 -1.8773 -2.1138
H 0.5711 -0.0107 -4.2406
H 0.7779 0.2581 -2.5099
H 0.4587 1.6412 -3.5861
C 0.0399 -5.2521 -3.2353
N 1.4572 -4.9766 -3.1641
C 2.4288 -6.0546 -3.2959
C 3.7652 -5.3442 -3.0552
N 3.3210 -4.1013 -2.4356
C 1.9955 -3.8671 -2.5959
S 1.2100 -2.4646 -2.1573
H -0.2288 -5.6085 -4.2302
H -0.4999 -4.3336 -3.0265
H -0.2455 -6.0087 -2.4993
H 2.3744 -6.5050 -4.2857
H 2.2410 -6.8360 -2.5531
H 4.2973 -5.1615 -3.9894
H 4.4154 -5.9091 -2.3918
H 3.9328 -3.3427 -2.1988
O -0.8270 1.7720 1.4314
C -0.1752 2.8023 1.6878
C -0.7801 3.9262 2.4983
C -0.9175 5.2758 1.7715
C 0.3831 6.0739 1.6850
C 1.4646 5.4003 0.8464
C 1.9629 4.0926 1.4584
N 1.0757 2.9531 1.2207
H -0.1660 4.0673 3.3944
H -1.7522 3.5607 2.8174
H -1.6565 5.8661 2.3140
H -1.3188 5.1200 0.7656
H 0.7695 6.2328 2.6984
H 0.1697 7.0604 1.2683
H 2.3142 6.0797 0.7402
H 1.0833 5.1917 -0.1580
H 2.1099 4.2183 2.5352
H 2.9259 3.8235 1.0329
H 1.4147 2.1842 0.6627
```

The HOMO energy is -6.929 eV. The calculation puts the HOMO-LUMO gap at 0.263 Ha. The value obtained for the electronic energy is -86635.2325 eV.


(3)
Formula: C2H5NO4S
Source: the Open Molecules 2025 dataset
Level of theory: ωB97M-V/def2-TZVPD

```
13
Properties=species:S:1:pos:R:3
C -0.8599 -0.5564 -0.3501
C 0.3215 -1.4008 -0.0171
N -0.1305 1.9928 0.3375
O -3.1685 -1.9181 -1.6347
O -3.5216 0.4865 -1.6384
O -2.1573 -0.6510 0.2400
O -1.1671 -0.3865 -1.6592
S -2.7165 -0.6001 -1.2993
H 0.4944 -1.5561 1.0406
H 1.3065 -1.0807 -0.4387
H 0.1019 -2.4191 -0.4697
H -0.6882 2.0340 -0.5297
H -0.7826 2.1876 1.0182
```

The energy relative to the best compared isomer or geometry (same formula, charge and spin) is 441.7 kJ/mol. The HOMO energy (spin up / spin down) is -10.947 / -8.639 eV. The calculation puts the HOMO-LUMO gap (spin up / spin down) at 0.402 / 0.297 Ha. The value obtained for the electronic energy is -22665.1575 eV.


(4)
Formula: C3H4O2
Source: the Open Molecules 2025 dataset
Level of theory: ωB97M-V/def2-TZVPD

```
9
Properties=species:S:1:pos:R:3
C -2.0145 0.7440 0.2420
C -1.0701 -0.0024 0.0953
C 0.2413 -0.7778 -0.0682
O 1.3028 -0.2405 0.6392
O 1.6744 1.0441 -0.0541
H -2.9446 1.2422 0.5399
H 0.4304 -1.0289 -1.0856
H 0.0181 -1.7071 0.3735
H 2.3621 0.7264 -0.6821
```

The energy relative to the best compared isomer or geometry (same formula, charge and spin) is 511.4 kJ/mol. The HOMO energy is -10.244 eV. Its SMILES is C#CCOO. The calculation puts the HOMO-LUMO gap at 0.405 Ha. The value obtained for the electronic energy is -7265.3852 eV.


(5)
Formula: C47H99F3N4O5S
Source: the Open Molecules 2025 dataset
Level of theory: ωB97M-V/def2-TZVPD

```
159
Properties=species:S:1:pos:R:3
C 2.2292 13.5951 2.2844
C 1.4029 13.1040 3.4625
O 0.1632 13.3774 3.4326
O 1.9958 12.4380 4.3220
H 1.5932 13.8038 1.4234
H 3.0898 12.9607 2.0610
H 2.8399 14.5025 2.4155
C 9.1123 12.3370 4.3860
C 9.7508 13.7353 4.1268
C 8.9423 14.8823 4.7302
C 7.5272 14.8939 4.2124
N 6.4831 15.6188 5.0658
C 5.2196 15.7365 4.2313
C 4.2713 14.7062 4.8071
C 4.6169 14.7039 6.3010
C 6.1242 14.8882 6.3228
C 7.0300 17.0039 5.4188
C 6.9373 18.0328 4.3336
C 7.8296 19.2322 4.7158
H 8.7812 11.9194 3.4375
H 8.2842 12.3899 5.0948
H 9.8452 11.6557 4.8125
H 9.8274 13.8528 3.0461
H 10.7385 13.7489 4.5817
H 9.3986 15.8643 4.6060
H 8.8729 14.6944 5.8131
H 7.1413 13.8782 4.1871
H 7.4472 15.3358 3.2248
H 4.7766 16.7145 4.4091
H 5.4427 15.6474 3.1752
H 3.2079 14.8960 4.7092
H 4.4891 13.7247 4.3827
H 4.1349 15.5861 6.7350
H 4.2027 13.8080 6.7523
H 6.4363 15.4417 7.2037
H 6.6489 13.9326 6.3387
H 8.0403 16.8433 5.7833
H 6.4916 17.3196 6.3149
H 5.9401 18.4682 4.2846
H 7.2463 17.6760 3.3525
H 7.8709 19.9706 3.9190
H 8.8542 18.8974 4.9025
H 7.4966 19.7177 5.6335
C -1.9176 12.6354 -3.9585
C -0.4775 12.9903 -4.3120
C 0.3153 13.6147 -3.1651
C 1.8260 13.6777 -3.2067
N 2.5742 12.3791 -3.2156
C 4.0635 12.6798 -3.0046
C 4.8313 11.5725 -3.6766
C 3.9736 11.2063 -4.8781
C 2.5523 11.7061 -4.5759
C 2.1261 11.3666 -2.2005
C 2.1950 11.8608 -0.7666
C 1.6859 10.7775 0.1966
H -2.3423 12.0509 -4.7734
H -2.5616 13.5025 -3.7950
H -1.9680 12.0227 -3.0535
H -0.4332 13.4632 -5.2938
H 0.0234 12.0315 -4.4633
H 0.0614 13.0335 -2.2676
H -0.1021 14.6012 -2.9321
H 2.1720 14.1969 -2.3093
H 2.2623 14.2515 -4.0249
H 4.3204 12.7917 -1.9573
H 4.2418 13.6398 -3.4914
H 5.0022 10.7424 -2.9912
H 5.8248 11.8946 -3.9796
H 4.0299 10.1549 -5.1530
H 4.3030 11.7221 -5.7836
H 1.8648 10.8649 -4.6173
H 2.2052 12.4166 -5.3199
H 2.8582 10.5627 -2.3011
H 1.1384 10.9815 -2.4465
H 1.5099 12.7087 -0.6351
H 3.2140 12.1334 -0.5153
H 2.5543 10.1822 0.5065
H 0.9806 10.0548 -0.2107
H 1.4178 11.2411 1.1455
C -6.0715 16.7963 2.4545
C -4.6646 17.3854 2.4297
C -3.5608 16.3307 2.3376
C -3.5484 15.6040 1.0158
N -2.4656 14.5564 0.9234
C -2.5649 13.5254 2.0187
C -2.1879 12.1677 1.4157
C -1.8820 12.4562 -0.0551
C -2.5499 13.7791 -0.3826
C -1.0929 15.1950 1.0028
C -0.8467 16.3442 0.0647
C 0.6733 16.6917 0.0804
H -6.8049 17.5903 2.3252
H -6.2615 16.2394 3.3734
H -6.2638 16.0916 1.6400
H -4.5577 18.0049 3.3158
H -4.6116 17.9973 1.5246
H -3.6478 15.5974 3.1461
H -2.6251 16.8455 2.5775
H -3.3715 16.2626 0.1676
H -4.4809 15.0570 0.8829
H -1.9322 13.7887 2.8637
H -3.6014 13.4844 2.3553
H -1.3362 11.7362 1.9351
H -3.0494 11.4995 1.3917
H -0.8050 12.6555 -0.1736
H -2.0115 11.6503 -0.7737
H -2.0130 14.3539 -1.1288
H -3.6149 13.7014 -0.6007
H -0.3804 14.3747 0.9399
H -0.9852 15.5614 2.0219
H -1.3179 17.2486 0.4587
H -1.1913 16.2786 -0.9680
H 0.8632 17.5064 0.7739
H 1.0208 17.0160 -0.9002
H 1.2701 15.8171 0.3438
C 0.3823 6.9297 8.1391
C 0.7609 8.2846 7.5302
C -0.1015 9.4318 8.0626
C 0.3430 10.7381 7.4657
N -0.6310 11.8865 7.5627
C -0.0070 13.1704 7.1104
C -0.9212 14.2470 7.6440
C -1.3571 13.6517 9.0272
C -0.9678 12.1675 9.0218
C -1.9294 11.5940 6.8758
C -1.7815 11.2317 5.4147
C -3.1309 10.7752 4.8249
H -0.0676 7.0575 9.1227
H 1.2515 6.2805 8.2320
H -0.2953 6.3833 7.4816
H 0.7510 8.2594 6.4376
H 1.8043 8.4850 7.7954
H 0.0295 9.3782 9.1457
H -1.1504 9.2444 7.8309
H 0.5812 10.6485 6.4056
H 1.2557 11.1362 7.9135
H 0.1904 13.0520 6.0399
H 0.9386 13.2760 7.6431
H -1.7985 14.5120 7.0636
H -0.3575 15.1432 7.8933
H -2.4250 13.8232 9.1593
H -0.8928 14.1667 9.8660
H -1.7941 11.5260 9.3018
H -0.0375 11.9888 9.5523
H -2.6343 12.4185 6.9958
H -2.3654 10.7827 7.4539
H -1.1618 10.3384 5.3449
H -1.3937 12.0591 4.8200
H -3.9708 11.3903 5.1627
H -3.3971 9.7505 5.0902
H -3.0712 10.7962 3.7383
C 6.0648 13.1181 1.2113
F 5.9402 12.9727 2.5344
F 4.8846 13.6591 0.7886
F 6.9800 14.0551 0.9659
S 6.3351 11.4813 0.3741
O 6.5787 11.8813 -0.9932
O 7.4231 10.9070 1.1145
O 5.0555 10.8449 0.6196
```

The energy relative to the best compared isomer or geometry (same formula, charge and spin) is 0.0 kJ/mol. The HOMO energy is -12.094 eV. Its charge is +2. The calculation puts the HOMO-LUMO gap at 0.318 Ha. The value obtained for the electronic energy is -85517.5286 eV.


(6)
Formula: C5H8O
Source: the Open Molecules 2025 dataset
Level of theory: ωB97M-V/def2-TZVPD

```
14
Properties=species:S:1:pos:R:3
C -2.4725 0.0348 0.1060
O -1.7217 -1.0481 -0.3887
C -0.5208 -0.6904 -1.0334
C 0.4538 0.0479 -0.1612
C 1.7633 0.1553 -0.2338
C 3.0463 0.4103 -0.0423
H -2.7222 0.7609 -0.6859
H -3.4032 -0.3802 0.5024
H -1.9350 0.5555 0.9078
H -0.1184 -1.6372 -1.4074
H -0.7338 -0.0380 -1.8955
H 3.5379 1.2670 -0.4832
H 3.6098 -0.2670 0.5835
H 0.9541 1.1119 -0.6483
```

The energy relative to the best compared isomer or geometry (same formula, charge and spin) is 494.3 kJ/mol. The HOMO energy is -7.993 eV. The calculation puts the HOMO-LUMO gap at 0.320 Ha. The value obtained for the electronic energy is -7357.1322 eV.